Density functional theory data (ωB97M-V with the def2-TZVPD basis set) for a structure of composition C40H35GeI2N6O4S4Yb.

The geometry in XYZ format:
```
93
Properties=species:S:1:pos:R:3:forces:R:3:lowdin_charge:R:1
Yb -0.10881 -1.34313 -1.75017 0.1 -0.4 0.6 1.3517
C 3.46767 2.43714 -1.16077 -0.4 0.9 -0.8 -0.0527
C 3.44087 1.41012 -0.04608 1.2 1.2 -0.7 -0.2626
N 4.31366 1.68483 0.91693 -0.9 -1.3 -0.3 0.0916
C 4.43127 0.72761 1.85592 -0.8 -0.7 -0.3 -0.1488
C 3.77981 -0.50837 1.83555 0.8 1.5 -0.1 -0.1736
C 4.01505 -1.41702 3.00808 -1.0 -0.5 0.0 -0.2103
O 2.77467 -1.86421 3.55247 -0.4 0.1 0.3 -0.1074
C 2.87616 -0.78886 0.78493 1.2 1.1 0.0 -0.1294
C 2.46456 -2.10794 0.54031 -1.7 -2.3 -0.5 -0.1282
N 1.57027 -2.43032 -0.33126 1.0 -1.1 0.4 -0.0144
C 1.15926 -3.83904 -0.59186 1.4 2.7 1.4 -0.3568
C 1.83708 -4.98818 -0.19634 0.3 0.6 0.1 -0.0613
C 1.22837 -6.16933 -0.54324 1.2 -1.1 0.2 -0.1417
C 0.02987 -6.17285 -1.22057 -0.7 -1.5 -0.8 -0.1323
C -0.56806 -4.99023 -1.54459 -0.6 0.5 -0.5 -0.1397
C -0.02994 -3.75008 -1.23884 -0.9 0.0 -0.9 -0.2134
I -0.89540 -2.19657 2.15557 -0.3 0.1 -0.2 0.6692
C 2.61071 0.22092 -0.18144 -0.3 1.3 0.7 -0.3240
O 1.66843 0.22945 -1.03691 0.3 -0.4 0.0 -0.1652
H 4.48111 2.88577 -1.38139 -0.8 -1.1 0.4 0.0809
H 2.89847 3.37537 -0.91911 0.0 -0.9 -0.1 0.0582
H 3.02599 1.98175 -2.07742 0.3 0.5 0.5 0.0702
H 5.11276 0.95885 2.62567 0.7 0.1 1.1 0.0774
H 4.49453 -0.81944 3.82939 0.3 -0.9 -0.9 0.1210
H 4.44953 -2.39363 2.69513 0.9 0.9 0.4 0.1202
H 2.06078 -1.50619 3.01255 -0.3 0.0 0.2 0.0127
H 2.88818 -2.90630 1.15578 0.1 0.1 0.0 0.1207
H 2.80531 -4.94895 0.31297 -0.3 -0.1 -0.2 0.0978
H 1.77518 -7.10049 -0.38788 -0.2 0.1 0.2 0.0883
H -0.40930 -7.11932 -1.62377 0.4 0.7 0.6 0.1034
H -1.45441 -4.98538 -2.13082 -0.9 -0.3 -0.4 0.0788
O -5.58389 -3.21649 -6.56282 -0.3 -0.1 -0.5 -0.1229
C -4.67389 -2.88845 -5.84352 0.6 -0.4 0.0 -1.0587
S -4.92818 -2.25728 -4.22474 0.3 0.1 -0.2 0.9050
C -3.24005 -1.98991 -3.83671 1.0 -0.3 -0.1 -1.1968
C -2.29457 -2.35517 -4.73568 0.1 0.1 -0.4 -1.1274
S -0.54037 -2.07005 -4.59802 -1.3 -0.4 0.0 0.4301
S -2.93144 -3.11959 -6.25237 -0.4 0.8 1.0 0.8689
S -2.89239 -1.37613 -2.23864 -0.2 0.4 0.5 0.4021
N -0.21343 3.03997 -2.39592 2.0 -2.0 -0.3 0.1864
C -0.82978 1.81471 -2.64490 1.1 -0.4 0.5 -0.5937
N -2.14722 1.82503 -2.78850 -1.7 0.7 0.5 0.1797
O -0.17115 0.74887 -2.76236 -0.5 1.5 -0.4 -0.1834
H -0.72316 3.66826 -1.83425 -0.8 0.8 0.6 0.0290
H 0.73699 2.88100 -1.99410 -1.1 0.1 -0.5 0.0999
H -2.69795 2.56230 -2.31852 0.7 -0.6 -0.6 0.1182
H -2.60967 0.90985 -2.82432 0.2 -0.2 0.1 0.0116
I 5.39728 -2.46269 -5.50446 -0.6 0.2 0.5 0.7399
C 3.67805 -1.73393 -4.52815 -0.2 -0.3 -0.4 -0.7125
C 2.85212 -0.71956 -5.01573 1.8 -1.1 0.9 -0.1623
N 1.89994 -0.57326 -4.11926 -1.7 0.4 -0.3 -0.0610
N 1.91773 -1.51227 -3.17044 0.5 0.3 -0.1 -0.0983
C 3.01559 -2.22710 -3.38186 0.1 0.5 0.0 -0.1629
H 2.99226 -0.12191 -5.86498 -0.1 0.7 -0.9 0.1011
H 1.04002 -0.00348 -4.21465 0.7 -0.5 0.2 0.0963
H 3.28668 -2.97755 -2.65957 0.0 -0.2 -0.2 0.1097
C -0.75649 -0.48799 0.70336 -0.6 -0.2 0.3 -0.7706
Ge -1.44366 0.99535 1.78875 -0.3 0.1 0.1 0.8335
C -1.11673 2.78936 0.94081 0.2 -0.5 0.4 -0.2495
C 0.15799 3.30551 0.87298 1.3 -0.1 0.2 -0.1057
C 0.46645 4.58762 0.41713 -1.8 -0.9 0.5 -0.1069
C -0.59793 5.36585 0.05294 -1.8 1.5 -1.1 -0.1225
C -1.95192 4.88266 0.04530 1.1 0.4 -0.3 -0.0911
C -2.16048 3.58324 0.50026 -0.6 0.3 -0.4 -0.1425
C -3.41169 1.02743 2.17736 0.5 -0.1 -0.7 -0.2686
C -4.08182 2.05257 2.84964 0.2 0.2 0.4 -0.1340
C -5.47633 2.03150 2.94945 0.1 -0.1 -0.2 -0.0990
C -6.19152 1.00041 2.33411 -0.3 1.2 1.1 -0.1236
C -5.53548 0.04403 1.63069 -0.9 -1.1 -2.2 -0.1085
C -4.17310 0.06556 1.51032 0.8 0.6 0.7 -0.1107
C -0.53413 1.12780 3.55046 1.7 -0.1 -0.4 -0.2798
C 0.90095 1.10998 3.55794 -0.7 0.1 0.2 -0.1066
C 1.63197 1.21088 4.74321 0.9 0.3 -1.3 -0.0938
C 0.96484 1.34184 5.93898 -1.2 -0.1 -0.5 -0.1147
C -0.42628 1.32878 5.96364 0.1 -0.2 -0.4 -0.0969
C -1.16790 1.20691 4.78152 -0.1 0.0 0.3 -0.1148
H 0.30108 -0.37069 0.88828 0.7 0.4 -0.1 -0.1540
H 0.98953 2.70363 1.20568 0.2 -0.2 0.0 0.0880
H 1.44783 4.96345 0.40364 1.1 0.3 0.0 0.0859
H -0.42439 6.39737 -0.32525 -0.1 -0.8 0.3 0.1018
H -2.76977 5.51770 -0.37379 0.8 -0.6 0.6 0.1053
H -3.13332 3.11181 0.52419 -0.4 0.4 -0.1 0.0888
H -3.48349 2.87901 3.27108 -0.5 -0.4 -0.1 0.1081
H -6.03295 2.82986 3.42860 0.2 0.0 0.1 0.0878
H -7.26746 0.98186 2.39167 -0.2 0.1 0.0 0.0899
H -6.12072 -0.58571 0.92339 0.5 0.0 0.9 0.1220
H -3.66210 -0.59977 0.86203 0.3 -0.8 -0.5 0.0581
H 1.49167 1.01788 2.63731 -0.4 0.0 0.2 0.0824
H 2.74617 1.25653 4.64110 -1.1 -0.2 0.4 0.1130
H 1.46368 1.41803 6.85563 0.9 0.1 1.2 0.0731
H -0.91794 1.36574 6.92472 -0.2 0.1 0.1 0.0873
H -2.25777 1.13283 4.82851 0.3 0.1 0.0 0.0905
```
Positions in Å, forces in eV/Å.

## Properties
LUMO level (spin up / spin down) (eV): 3.3 / 3.3
Spin multiplicity: 2
Kohn-Sham gap (spin up / spin down) (Eh): 0.17875 / 0.17877
HOMO (spin up / spin down) (eV): -1.60 / -1.60
Net charge: -2
Expectation value of S²: 0.751

Density functional theory data (ωB97M-V with the def2-TZVPD basis set) for a structure of composition C40H35GeLiNO3P.

The geometry in XYZ format:
```
82
Properties=species:S:1:pos:R:3:forces:R:3:lowdin_charge:R:1
Li -2.33495 -1.23320 -0.57551 -0.1 -0.1 -0.1 0.6824
O -0.85204 2.31158 -2.18121 -0.2 0.3 0.0 -0.0599
N -0.26548 1.20672 -2.73520 -0.1 -0.3 0.1 -0.0132
C 0.94882 1.30153 -3.07889 0.1 0.0 0.0 -0.1250
C 1.71090 0.15787 -3.61116 0.0 -0.7 0.2 -0.2008
C 2.79129 0.46995 -4.44449 -0.2 0.1 0.0 -0.0502
C 3.57875 -0.51417 -5.00222 0.1 0.0 -0.1 -0.0792
C 3.30034 -1.84561 -4.73923 0.0 -0.1 0.0 -0.0663
C 2.25913 -2.17401 -3.89410 -0.1 0.2 0.0 -0.0892
C 1.45483 -1.20245 -3.29528 0.1 0.6 0.0 -0.2905
P 0.23536 -1.82986 -2.00713 0.5 0.2 -0.7 1.1197
C 1.47593 -2.84107 -1.09667 -0.1 0.3 0.2 -0.3692
C 2.62663 -2.13710 -0.72338 0.0 0.0 0.0 -0.1122
C 3.58082 -2.70091 0.10651 -0.1 0.0 0.0 -0.0803
C 3.39443 -3.98749 0.59281 0.0 0.0 0.0 -0.0899
C 2.24946 -4.68755 0.24882 0.0 -0.1 0.0 -0.0782
C 1.28916 -4.11732 -0.57535 -0.1 0.0 -0.1 -0.0964
C -0.64847 -2.89160 -3.22966 -0.1 0.0 0.1 -0.3642
C -1.39765 -2.15010 -4.15259 0.0 -0.1 0.1 -0.1133
C -2.09770 -2.77494 -5.16878 0.0 0.0 0.0 -0.0824
C -2.07893 -4.16019 -5.27592 0.0 0.0 0.0 -0.0901
C -1.34104 -4.90202 -4.36913 0.0 0.0 -0.1 -0.0808
C -0.62835 -4.27530 -3.35308 0.0 0.0 0.1 -0.0817
H -0.20085 3.02031 -2.02417 0.1 -0.1 -0.1 0.0922
H 1.46812 2.26460 -3.01793 0.0 0.0 0.1 0.1283
H 3.00220 1.51006 -4.66638 0.0 0.0 0.0 0.1100
H 4.40762 -0.25260 -5.64683 0.0 0.0 0.0 0.1048
H 3.90308 -2.63170 -5.17579 0.0 0.0 0.0 0.1071
H 2.06572 -3.21564 -3.66938 0.0 0.0 0.0 0.1099
H 2.77425 -1.12559 -1.08430 0.0 0.0 0.0 0.1043
H 4.45965 -2.13203 0.38235 0.0 0.0 0.0 0.1035
H 4.12834 -4.43073 1.25351 0.0 0.0 0.0 0.1011
H 2.09136 -5.68362 0.64347 0.0 0.0 0.0 0.1044
H 0.37665 -4.65843 -0.77918 0.0 0.0 0.1 0.0923
H -1.40368 -1.06813 -4.07280 0.0 0.0 0.0 0.0915
H -2.65478 -2.18436 -5.88527 0.0 0.0 0.0 0.1038
H -2.63426 -4.65657 -6.06091 0.0 0.0 0.0 0.1014
H -1.30969 -5.98085 -4.45745 0.0 0.0 0.0 0.1038
H -0.05305 -4.88371 -2.66959 0.0 0.0 -0.1 0.0836
O -2.24588 -0.96996 1.27738 -0.1 0.4 0.0 -0.1031
C -1.24120 -1.71287 1.10289 0.0 -0.2 0.4 -0.7253
O -1.23718 -2.58073 0.19111 0.0 -0.3 -0.1 -0.1539
C -0.00549 -1.41635 1.92193 0.0 0.2 -0.1 -0.1493
C 0.44679 0.02369 1.60923 -0.6 -0.1 0.0 -0.2412
Ge -0.69106 1.51942 2.29739 0.4 0.3 0.1 1.0615
C 0.28624 3.13086 1.66707 -0.1 -0.2 0.1 -0.2699
C -0.14027 4.39610 2.07206 0.0 -0.1 0.0 -0.1102
C 0.50272 5.54556 1.63826 0.0 0.1 0.0 -0.0867
C 1.58600 5.45178 0.77452 0.0 0.0 0.0 -0.0985
C 2.02393 4.20311 0.35873 0.0 0.0 -0.1 -0.1029
C 1.37928 3.05579 0.80488 0.0 -0.1 0.0 -0.1192
C -0.50324 1.44079 4.26189 -0.1 0.0 -0.3 -0.2645
C 0.39595 2.27065 4.92887 0.0 0.0 -0.1 -0.1033
C 0.55634 2.18856 6.30481 0.0 0.0 0.0 -0.0899
C -0.17740 1.26515 7.03567 0.0 0.0 0.0 -0.0958
C -1.07697 0.43164 6.38652 0.0 -0.1 0.0 -0.0891
C -1.23746 0.52045 5.01144 0.0 0.0 -0.1 -0.1241
C -2.56863 1.96043 1.86926 0.3 -0.4 0.0 -0.2734
C -2.96040 2.16298 0.54812 0.0 0.0 0.0 -0.1149
C -4.27960 2.45356 0.23431 0.0 0.0 -0.1 -0.0870
C -5.22912 2.55310 1.24312 0.0 0.0 0.0 -0.0944
C -4.84437 2.37726 2.56277 0.0 0.0 0.0 -0.0847
C -3.52193 2.08292 2.87230 0.0 0.0 0.1 -0.0993
H 0.77877 -2.12342 1.65229 0.0 -0.1 0.1 0.0999
H -0.24899 -1.52115 2.98185 0.1 0.0 0.0 0.1109
H 0.56461 0.12149 0.52443 0.1 0.1 0.0 0.0483
H 1.41996 0.19935 2.07468 0.0 0.1 0.0 0.0784
H -0.99080 4.47125 2.74251 0.0 0.1 0.0 0.1064
H 0.16065 6.51762 1.97146 0.0 0.0 0.0 0.1015
H 2.08652 6.34708 0.42844 0.0 0.0 0.0 0.0990
H 2.87461 4.12244 -0.30812 0.0 0.0 0.0 0.0974
H 1.74126 2.08340 0.48559 0.0 0.1 0.0 0.0832
H 0.97599 2.98885 4.35995 0.0 0.0 0.1 0.0925
H 1.25503 2.84629 6.80693 0.0 0.0 0.0 0.1002
H -0.05174 1.19856 8.10888 0.0 0.0 0.0 0.0992
H -1.65445 -0.28805 6.95358 0.0 0.0 0.0 0.1012
H -1.94333 -0.13088 4.50540 0.0 0.0 0.1 0.1041
H -2.22314 2.09558 -0.24112 0.0 0.0 -0.1 0.0761
H -4.56374 2.61646 -0.79892 0.0 0.0 0.0 0.1014
H -6.26064 2.77720 1.00244 0.0 0.0 0.0 0.0988
H -5.57359 2.46747 3.35848 0.0 0.0 0.0 0.1008
H -3.23595 1.94278 3.90825 0.0 0.0 0.0 0.0890
```
Positions in Å, forces in eV/Å.

## Properties
LUMO level (eV): 0.2
Spin multiplicity: 1
Kohn-Sham gap (Eh): 0.31055
HOMO (eV): -8.22

| no. | electronic energy (eV) |
| --- | --- |
| 1 | -206770.7972 |
| 2 | -115690.5538 |